No. 1
{
  "formula": "C6H12O",
  "method": "the ωB97M-V functional and the def2-TZVPD basis",
  "species": ["C", "C", "C", "O", "C", "C", "C", "H", "H", "H", "H", "H", "H", "H", "H", "H", "H", "H", "H"],
  "xyz": [[1.94, -0.76, -1.39], [1.37, 0.12, -0.32], [-0.43, 1.99, 1.13], [-1.31, 1.20, 0.38], [-1.03, -0.12, 0.68], [-1.71, -1.01, -0.36], [0.50, -0.40, 0.59], [1.29, -0.64, -2.28], [1.86, -1.81, -1.11], [2.95, -0.52, -1.72], [1.55, 1.20, -0.43], [-0.79, 2.18, 2.14], [-0.40, 2.96, 0.57], [-1.39, -0.37, 1.69], [-2.80, -0.90, -0.35], [-1.47, -2.06, -0.17], [-1.33, -0.74, -1.35], [0.69, -1.42, 0.91], [0.48, 1.10, 1.40]],
  "molar_mass_g_mol": 100.16,
  "orbital_gap_ev": 9.16,
  "smiles": "C/C=C/[C@H](C)OC",
  "de_lowest_kcal_mol": 88.9,
  "total_energy_ev": -8460.49687
}

=====

No. 2
{
  "formula": "C6H12O",
  "method": "the ωB97M-V functional and the def2-TZVPD basis",
  "species": ["C", "O", "C", "C", "C", "C", "C", "H", "H", "H", "H", "H", "H", "H", "H", "H", "H", "H", "H"],
  "xyz": [[-1.58, -0.32, 0.19], [-2.75, 0.22, 0.02], [-0.68, -0.36, -1.06], [0.61, -1.16, -0.82], [1.35, -0.68, 0.32], [2.42, 0.26, 0.19], [3.05, 0.99, 1.13], [-0.93, 0.19, 0.98], [-1.71, -1.48, 0.37], [-5.10, 2.17, 0.29], [-1.19, -0.87, -1.88], [-0.46, 0.70, -1.28], [0.26, -2.21, -0.70], [1.24, -1.01, -1.71], [0.99, -0.91, 1.32], [2.55, 0.45, -0.88], [3.90, 1.58, 0.86], [-4.73, 1.57, 0.50], [2.77, 0.86, 2.17]],
  "molar_mass_g_mol": 100.16,
  "orbital_gap_ev": 4.52,
  "de_lowest_kcal_mol": 159.5,
  "total_energy_ev": -8457.43524
}

=====

Q: Which formula does entry 2 have?
A: C6H12O

=====

Copy entry 1 word for word.
{
  "formula": "C6H12O",
  "method": "the ωB97M-V functional and the def2-TZVPD basis",
  "species": ["C", "C", "C", "O", "C", "C", "C", "H", "H", "H", "H", "H", "H", "H", "H", "H", "H", "H", "H"],
  "xyz": [[1.94, -0.76, -1.39], [1.37, 0.12, -0.32], [-0.43, 1.99, 1.13], [-1.31, 1.20, 0.38], [-1.03, -0.12, 0.68], [-1.71, -1.01, -0.36], [0.50, -0.40, 0.59], [1.29, -0.64, -2.28], [1.86, -1.81, -1.11], [2.95, -0.52, -1.72], [1.55, 1.20, -0.43], [-0.79, 2.18, 2.14], [-0.40, 2.96, 0.57], [-1.39, -0.37, 1.69], [-2.80, -0.90, -0.35], [-1.47, -2.06, -0.17], [-1.33, -0.74, -1.35], [0.69, -1.42, 0.91], [0.48, 1.10, 1.40]],
  "molar_mass_g_mol": 100.16,
  "orbital_gap_ev": 9.16,
  "smiles": "C/C=C/[C@H](C)OC",
  "de_lowest_kcal_mol": 88.9,
  "total_energy_ev": -8460.49687
}

=====

Q: What is the formula in the first record?
A: C6H12O